Run i
The following is a DFT calculation (ωB97M-V/def2-TZVPD) of a 4-piece molecular cluster, C2H12N2O3 overall.

Output
Frontier orbital gap ... 9.953 eV
Total charge ... 0
LUMO ... 0.0202 Eh
Spin multiplicity ... 1

CARTESIAN COORDINATES (ANGSTROEM)
H  -0.3277  -2.5053  0.9096
N  1.1614  -0.9004  1.0494
C  1.8934  -1.3050  0.0908
H  -2.0208  0.8982  -0.3413
H  -1.6528  2.2682  0.1158
O  -2.1555  4.0095  -3.8795
H  -0.6746  -1.2860  2.0123
H  -2.7695  4.7038  -4.1515
C  -0.2084  -1.4130  1.0460
H  2.8758  -0.8469  0.0084
H  1.5508  -0.5639  3.4503
N  1.7496  -2.4034  -0.6887
H  2.5263  -2.6735  -1.2652
H  -0.7120  -1.0189  0.1625
O  -2.4140  1.6765  0.0673
H  -1.7152  3.8544  -4.7276
H  0.6960  0.4881  2.8741
H  1.1594  -3.1860  -0.4613
O  1.0379  0.2036  3.7288

Calculated atomic charges, method Löwdin, unit e: 0.065, -0.047, -0.322, 0.012, 0.038, -0.066, 0.067, 0.033, -0.138, 0.117, 0.014, 0.095, 0.088, 0.071, -0.060, 0.033, 0.001, 0.087, -0.086



Run ii
The following is a DFT calculation (ωB97M-V/def2-TZVPD) of a 4-piece molecular cluster, C2H12N2O3 overall.

Output
Frontier orbital gap ... 7.782 eV
Total charge ... 0
LUMO ... 0.0151 Eh
Spin multiplicity ... 1

CARTESIAN COORDINATES (ANGSTROEM)
H  0.2390  -3.3012  1.4731
C  -0.6549  -1.5196  0.8298
H  -0.8453  2.7619  2.5044
H  0.8946  1.2551  -0.4127
O  2.1712  -0.2011  -3.0116
H  -1.1251  0.9202  0.8617
H  3.1076  -0.1282  -2.8172
H  -0.3340  -1.1163  1.7857
H  -1.2208  -1.2448  -1.1778
C  -1.1052  -0.8068  -0.1964
H  -2.2901  0.8543  -0.3062
O  -0.3233  1.9505  2.5292
H  0.6021  2.2032  2.4299
N  -1.3324  0.6030  -0.0834
H  1.7114  0.3988  -2.3940
H  -0.4197  -3.3822  -0.0662
O  1.1011  1.6814  -1.2565
N  -0.3816  -2.8843  0.8063
H  0.2055  1.9562  -1.4980

Calculated atomic charges, method Löwdin, unit e: 0.070, -0.226, 0.053, 0.025, -0.089, 0.031, 0.021, 0.111, 0.106, -0.210, 0.076, -0.056, 0.050, -0.013, -0.022, 0.078, -0.073, 0.021, 0.047



Which one is most stable, and which one is least stable? run ii is the most stable of them, while run i is the least stable.



Run i
The following is a DFT calculation (ωB97M-V/def2-TZVPD) of a 8-piece molecular cluster, C8H32O8 overall.

Output
Frontier orbital gap ... 9.767 eV
Total charge ... 0
LUMO ... 0.0142 Eh
Spin multiplicity ... 1

CARTESIAN COORDINATES (ANGSTROEM)
H  0.5794  -2.9166  -1.7399
H  -1.1436  -2.6246  3.1061
C  -0.2156  3.2954  0.1621
H  0.7764  -0.9566  -0.8269
H  -1.5456  0.9154  -0.9429
H  -0.9496  -1.8656  -2.8949
H  0.5914  -2.6486  3.0381
O  1.9074  -0.2686  3.1371
H  -2.3716  -2.5666  -3.8009
H  -0.3436  -1.3126  2.4061
O  -0.2416  1.3964  2.8611
C  -0.3426  -2.3866  2.5001
H  3.4574  -0.3706  1.8091
H  0.4004  0.6514  2.9131
C  2.4794  -0.7076  1.9351
H  1.0874  1.5544  -3.7799
O  -0.9566  1.7634  -3.9009
H  2.4034  -1.7576  1.6771
C  1.5504  -1.2676  -1.4599
H  0.5014  2.5494  -2.5649
H  -2.0546  -1.5906  0.3941
H  -1.2956  2.9424  0.0681
C  -1.5536  0.2524  0.0081
H  -0.0216  3.9464  -0.6559
H  -2.6026  -1.0816  -3.0549
O  -1.8876  -1.0456  -0.3009
O  1.5154  -2.6666  -1.5469
H  1.9614  -0.1756  1.2171
C  0.2294  1.6564  -3.1099
O  -0.3446  -2.9266  1.2031
C  0.0394  2.1154  3.9921
H  0.0424  0.8344  -2.4119
H  0.0854  3.2324  3.9281
H  1.4214  -0.9136  -2.5149
O  0.6614  2.2044  0.4201
H  2.5624  0.0024  3.7601
H  -0.2566  3.9314  1.0241
H  0.0244  -3.8346  1.1341
H  -2.2866  0.6674  0.7541
H  -1.9306  -1.1266  -5.3779
H  -0.4686  0.1124  0.3241
H  2.5374  -0.9386  -1.2779
O  -1.3596  -0.9296  -4.6749
H  -0.7686  1.9624  4.6701
H  0.3654  1.9024  1.2521
C  -1.7966  -1.6376  -3.5809
H  -1.3816  0.8974  -3.7959
H  0.9404  1.7324  4.5191

Calculated atomic charges, method Löwdin, unit e: 0.081, 0.056, -0.153, 0.035, 0.098, 0.073, 0.093, -0.111, 0.093, 0.057, -0.140, -0.148, 0.080, 0.046, -0.114, 0.083, -0.131, 0.092, -0.166, 0.059, 0.010, 0.093, -0.176, 0.061, 0.086, -0.110, -0.129, 0.042, -0.147, -0.119, -0.173, 0.049, 0.099, 0.088, -0.133, 0.089, 0.062, 0.111, 0.105, 0.068, 0.068, 0.077, -0.087, 0.065, -0.022, -0.179, 0.031, 0.088



Run ii
The following is a DFT calculation (ωB97M-V/def2-TZVPD) of a 8-piece molecular cluster, C8H32O8 overall.

Output
Frontier orbital gap ... 10.001 eV
Total charge ... 0
LUMO ... 0.0209 Eh
Spin multiplicity ... 1

CARTESIAN COORDINATES (ANGSTROEM)
O  0.2113  1.1839  -4.4062
C  -3.3436  -1.7745  -1.3970
H  0.5042  -5.7201  0.5317
H  -0.7210  1.7504  3.2087
O  0.9676  -0.1208  4.0277
C  0.2138  0.0972  0.3278
H  -0.5749  -0.4770  -0.1604
H  -4.0462  -1.4373  -2.1649
H  3.9927  -1.3327  -1.8653
H  -2.6322  -2.4977  -1.8069
H  -0.8898  -3.7430  0.6406
H  -1.5613  1.9507  -3.5594
H  -0.0408  -4.0860  -0.8841
H  0.0437  0.1452  5.8100
H  0.3188  -0.2271  1.3671
H  2.4815  -1.6689  -1.1375
H  -2.8180  3.3439  2.1096
H  0.5890  -2.8994  0.3251
C  -0.7387  1.2542  -3.3577
C  2.9230  -1.3938  -2.0974
O  1.6876  3.6732  -0.3978
H  2.5769  -0.4156  -2.4334
H  -2.4470  1.3787  3.3258
H  -4.4958  -3.0449  -0.4890
O  0.9012  -4.8752  0.7574
C  0.9436  0.4921  5.3040
C  -1.7160  2.1886  3.2415
H  2.7427  4.0924  -2.0988
O  -1.9453  2.9487  2.0495
O  2.6182  -2.3809  -3.0631
H  -0.7025  1.6706  1.0241
H  -1.7954  2.8297  4.1231
H  -0.2834  1.6332  -2.4421
H  0.9844  3.0636  -0.1274
O  -3.9664  -2.2855  -0.2304
H  1.0559  3.8032  -2.3880
H  1.7971  0.1924  5.9188
H  -1.1490  0.2663  -3.1220
H  0.9068  1.5839  5.2498
C  1.9068  3.4769  -1.7696
H  -2.7741  -0.8829  -1.1301
H  3.4071  -2.5956  -3.5633
O  -0.0696  1.4998  0.3152
H  -0.2010  0.6903  -5.1201
C  0.0974  -3.8580  0.1752
H  1.1701  -0.0411  -0.1685
H  1.7851  0.1201  3.5823
H  2.0855  2.4286  -2.0344

Calculated atomic charges, method Löwdin, unit e: -0.115, -0.173, 0.071, 0.057, -0.133, -0.111, 0.067, 0.078, 0.083, 0.075, 0.076, 0.081, 0.080, 0.080, 0.073, 0.056, 0.084, 0.059, -0.165, -0.165, -0.123, 0.070, 0.089, 0.074, -0.118, -0.168, -0.135, 0.076, -0.124, -0.115, 0.039, 0.083, 0.050, 0.034, -0.120, 0.076, 0.078, 0.071, 0.074, -0.186, 0.060, 0.071, -0.136, 0.074, -0.162, 0.065, 0.079, 0.066



Which one is most stable, and which one is least stable? run ii is the most stable of them, while run i is the least stable.



Run i
The following is a DFT calculation (ωB97M-V/def2-TZVPD) of one molecule with the formula C3H2O2S2.

Output
Frontier orbital gap (alpha / beta) ... 7.359 / 7.504 eV
Total charge ... 0
LUMO (alpha / beta) ... -0.0299 / -0.0287 Eh
Spin multiplicity ... 1

CARTESIAN COORDINATES (ANGSTROEM)
C  1.0357  0.5229  -0.5431
H  1.9958  1.0671  -0.6732
S  -0.4136  -1.6162  0.4895
O  -0.5403  1.9737  1.1055
O  -2.7850  -0.7545  -0.1789
S  -0.4588  1.6253  -0.2998
C  1.0696  -0.6803  0.0080
H  1.7343  -1.5069  0.2126
C  -1.6376  -0.6311  -0.1206

Calculated atomic charges, method Löwdin, unit e: -0.354, 0.081, 0.972, -0.577, 0.062, 0.865, -0.427, 0.045, -0.668



Run ii
The following is a DFT calculation (ωB97M-V/def2-TZVPD) of one molecule with the formula C3H2O2S2.

Output
Frontier orbital gap ... 7.400 eV
Total charge ... 0
LUMO ... -0.0684 Eh
Spin multiplicity ... 1

CARTESIAN COORDINATES (ANGSTROEM)
S  -2.0172  -0.8721  -1.0271
H  2.6975  0.2546  -0.0337
C  -0.9551  -0.1995  -0.0009
O  -1.2027  0.1435  1.2015
S  0.3530  1.9658  -1.2122
H  -2.1702  0.0448  1.4166
O  1.3597  -1.5096  0.1655
C  1.6213  -0.3196  -0.1044
C  0.3136  0.4921  -0.4053

Calculated atomic charges, method Löwdin, unit e: 0.757, 0.169, -1.006, 0.039, 0.754, 0.151, 0.025, -0.208, -0.682



Which one is most stable, and which one is least stable? run ii is the most stable of them, while run i is the least stable.



Run i
The following is a DFT calculation (ωB97M-V/def2-TZVPD) of a 2-piece molecular cluster, H5NOSi overall.

Output
Frontier orbital gap ... 7.447 eV
Total charge ... 0
LUMO ... -0.0459 Eh
Spin multiplicity ... 1

CARTESIAN COORDINATES (ANGSTROEM)
H  -0.5274  0.0674  0.8460
H  1.6686  -0.0782  -1.7667
O  -0.7276  0.5736  1.4981
H  1.4638  -1.7527  -0.0126
N  0.5518  1.2249  1.8802
H  0.1669  2.0720  2.3245
H  1.1380  0.5774  2.4223
Si  0.6587  -0.8808  -1.0097

Calculated atomic charges, method Löwdin, unit e: -0.202, -0.247, -0.127, -0.218, -0.011, 0.083, 0.074, 0.650



Run ii
The following is a DFT calculation (ωB97M-V/def2-TZVPD) of one molecule with the formula H5NOSi.

Output
Frontier orbital gap ... 10.522 eV
Total charge ... 0
LUMO ... 0.0194 Eh
Spin multiplicity ... 1

CARTESIAN COORDINATES (ANGSTROEM)
N  0.6641  0.6537  -0.7849
H  -1.2185  -2.2539  -0.1787
O  -0.3124  -1.9936  0.2067
H  -0.9991  0.3886  1.4686
H  1.2864  -0.0374  -1.2716
H  0.8162  1.6679  -0.7581
Si  -0.7127  0.0626  0.1021
H  -1.8291  -0.0559  -0.8294

Calculated atomic charges, method Löwdin, unit e: -0.162, -0.015, -0.407, -0.071, 0.059, 0.020, 0.641, -0.064



Which one is most stable, and which one is least stable? run ii is the most stable of them, while run i is the least stable.



Run i
The following is a DFT calculation (ωB97M-V/def2-TZVPD) of C3H3N3 as an isolated structure.

Output
Frontier orbital gap (alpha / beta) ... 8.067 / 7.538 eV
Total charge ... 0
LUMO (alpha / beta) ... -0.0661 / -0.0823 Eh
Spin multiplicity ... 1

CARTESIAN COORDINATES (ANGSTROEM)
N  1.5743  -3.2609  -0.2604
N  1.2371  -3.5168  0.9661
H  0.7348  0.5875  0.5586
C  -0.0758  -0.0440  0.0074
N  1.2296  -2.0303  -0.8161
H  -1.0578  -0.2953  0.4767
C  0.4782  -2.5210  1.0819
C  0.5670  -1.3949  0.0633
H  -0.2277  0.1245  -1.0646

Calculated atomic charges, method Löwdin, unit e: -0.015, -0.004, 0.125, -0.038, 0.061, 0.091, 0.080, -0.381, 0.080



Run ii
The following is a DFT calculation (ωB97M-V/def2-TZVPD) of one molecule with the formula C3H3N3.

Output
Frontier orbital gap ... 9.096 eV
Total charge ... 0
LUMO ... -0.0056 Eh
Spin multiplicity ... 1

CARTESIAN COORDINATES (ANGSTROEM)
C  0.4824  0.6942  -0.1121
N  -1.0002  -1.3928  -0.1196
C  1.0918  -0.4895  -0.0506
H  1.0492  1.5503  0.2085
N  -1.6754  -0.3977  -0.0089
H  2.0734  -0.6717  -0.1813
N  0.3598  -1.4742  0.1131
C  -0.9323  0.6461  -0.0123
H  -1.4486  1.5353  0.1632

Calculated atomic charges, method Löwdin, unit e: -0.015, -0.018, -0.210, 0.109, 0.024, 0.087, 0.069, -0.132, 0.086



Which one is most stable, and which one is least stable? run ii is the most stable of them, while run i is the least stable.



Run i
The following is a DFT calculation (ωB97M-V/def2-TZVPD) of an isolated ion of composition C2H5N2 and charge +1.

Output
Frontier orbital gap (alpha / beta) ... 7.949 / 8.800 eV
Total charge ... +1
LUMO (alpha / beta) ... -0.2737 / -0.2500 Eh
Spin multiplicity ... 1

CARTESIAN COORDINATES (ANGSTROEM)
H  -2.0229  0.3026  -1.0714
H  2.3010  -1.1478  -0.0855
C  -1.5012  0.4539  -0.1995
H  -0.1374  -1.2513  0.0444
C  -0.3042  -0.2215  0.1184
N  2.1590  -0.1446  -0.1679
N  1.2599  0.4813  -0.0159
H  -1.5280  1.4526  0.1811
H  -0.2262  0.0748  1.1964

Calculated atomic charges, method Löwdin, unit e: 0.067, 0.172, 0.183, 0.094, -0.117, 0.239, 0.124, 0.097, 0.142



Run ii
The following is a DFT calculation (ωB97M-V/def2-TZVPD) of C2H5N2 as an isolated structure.

Output
Frontier orbital gap ... 11.465 eV
Total charge ... +1
LUMO ... -0.1738 Eh
Spin multiplicity ... 1

CARTESIAN COORDINATES (ANGSTROEM)
N  -0.9867  -0.8722  0.6071
N  1.1000  0.8063  0.1113
H  -1.8927  -1.0808  1.0461
C  0.4747  -0.1986  -0.3031
H  2.0577  0.7115  0.2658
C  -0.9340  -0.2037  -0.4531
H  0.7776  1.7573  0.2053
H  1.1367  -1.0188  -0.3638
H  -1.7333  0.0989  -1.1156

Calculated atomic charges, method Löwdin, unit e: 0.195, 0.241, 0.138, -0.125, 0.132, -0.059, 0.166, 0.160, 0.151



Run iii
The following is a DFT calculation (ωB97M-V/def2-TZVPD) of a 2-piece molecular cluster, C2H5N2 overall.

Output
Frontier orbital gap (alpha / beta) ... 11.804 / 6.152 eV
Total charge ... +1
LUMO (alpha / beta) ... -0.2061 / -0.3106 Eh
Spin multiplicity ... 1

CARTESIAN COORDINATES (ANGSTROEM)
H  -3.3205  -0.3262  0.3554
N  -1.4101  -0.5846  0.2772
N  1.3671  -0.2473  0.3119
C  2.4542  0.0197  -0.0558
H  3.4314  -0.3677  0.2937
H  -0.3109  -0.3535  0.1840
H  2.6207  0.7473  -0.9109
C  -2.3546  0.1280  0.0920
H  -2.4774  0.9844  -0.5474

Calculated atomic charges, method Löwdin, unit e: 0.149, 0.284, 0.130, -0.100, 0.120, 0.088, 0.130, 0.062, 0.139



Which one is most stable, and which one is least stable? run ii is the most stable of them, while run i is the least stable.



Run i
The following is a DFT calculation (ωB97M-V/def2-TZVPD) of C5H13N as an isolated structure.

Output
Frontier orbital gap (alpha / beta) ... 5.903 / 5.928 eV
Expectation value of S² ... 0.754
Total charge ... -1
LUMO (alpha / beta) ... 0.1579 / 0.1562 Eh
Spin multiplicity ... 2

CARTESIAN COORDINATES (ANGSTROEM)
H  -1.2237  -0.3346  1.8920
C  2.5371  -0.8020  -0.0588
H  -1.8931  -1.5210  -0.8710
H  2.0889  -1.3175  -0.9279
H  3.6069  -1.0213  -0.0507
H  2.4075  1.0244  0.8285
H  -0.4296  2.0905  -1.1078
C  -1.8761  -0.2038  1.0115
H  -0.8836  2.4003  0.5847
C  -0.5680  1.6412  -0.1193
H  -0.3268  -1.4564  0.0407
H  0.7310  0.9330  0.0066
C  -1.0407  -0.8949  -0.5790
H  -2.3082  0.7785  -0.8134
C  -1.4671  0.4959  -0.1689
N  2.0510  0.6010  -0.0475
H  -0.5842  -0.7463  -1.5813
H  -2.9323  -0.4515  1.1109
H  2.1111  -1.2156  0.8508

Calculated atomic charges, method Löwdin, unit e: 0.070, -0.332, 0.074, 0.037, 0.021, -0.022, 0.025, -0.086, 0.012, -0.197, 0.074, 0.058, -0.185, 0.113, -0.586, -0.224, 0.082, 0.045, 0.022



Run ii
The following is a DFT calculation (ωB97M-V/def2-TZVPD) of a 2-piece molecular cluster, C5H13N overall.

Output
Frontier orbital gap (alpha / beta) ... 2.254 / 7.742 eV
Expectation value of S² ... 0.753
Total charge ... -1
LUMO (alpha / beta) ... 0.1464 / 0.1438 Eh
Spin multiplicity ... 2

CARTESIAN COORDINATES (ANGSTROEM)
H  -2.6856  -0.2556  -0.4017
H  0.2448  -0.2665  -1.8761
C  1.8055  0.9272  -1.0706
H  1.4798  0.0947  -3.0051
C  -1.2813  -0.0331  2.2193
H  -3.0119  -1.3218  0.8106
C  2.6483  0.0635  -0.4978
H  -1.1914  -0.8098  2.9771
H  -0.4231  -1.4535  0.8838
H  -0.4845  0.6755  2.4743
H  0.2940  1.4194  -2.5560
N  -2.2958  -1.0188  0.1471
C  0.8812  0.5584  -2.1971
H  -2.2447  0.4877  2.3508
H  -0.6540  0.1694  0.1545
C  -1.0616  -0.5922  0.8214
H  3.3796  0.3950  0.2582
H  2.7555  -1.0092  -0.7476
H  1.8452  1.9696  -0.7451

Calculated atomic charges, method Löwdin, unit e: 0.039, 0.026, -0.420, 0.029, -0.134, 0.042, -0.225, 0.044, 0.049, 0.052, 0.040, -0.045, -0.234, 0.059, 0.067, -0.359, -0.033, -0.035, 0.038



Which one is most stable, and which one is least stable? run ii is the most stable of them, while run i is the least stable.